Record 1
The following is a DFT calculation (ωB97M-V/def2-TZVPD) of a single C17H24N2O2 molecule.

Each atom is followed by the atoms it is bonded to, with distances in Å.
Element x y z (Å)
1 O 4.75449 -0.68628 0.56638  C12 1.209
2 O 0.78009 -1.79319 1.45186  C7 1.211
3 N 2.58318 -0.06812 0.25962  C12 1.354, C16 1.443, C19 1.441
4 N -0.78151 -1.39902 -0.13212  C7 1.348, C17 1.451, H36 1.007
5 C 0.88549 2.53037 0.40390  C10 1.391, C15 1.390, C21 1.502
6 C -2.92425 -1.15959 1.05314  C14 1.525, C17 1.536, H30 1.091, H44 1.092
7 C 0.45229 -1.29205 0.39913  O2 1.211, N4 1.348, C16 1.538
8 C -2.43173 -3.16103 -0.45856  C17 1.526, H33 1.086, H37 1.088, H45 1.087
9 C 2.00040 -1.34756 -1.61484  C11 1.526, C16 1.541, H31 1.091, H40 1.089
10 C -0.23253 2.33751 1.20880  C5 1.391, C13 1.383, H27 1.080
11 C 3.32323 -1.84700 -1.04225  C9 1.526, C12 1.522, H23 1.088, H39 1.091
12 C 3.68268 -0.82199 0.02328  O1 1.209, N3 1.354, C11 1.522
13 C -1.50674 2.52386 0.70502  C10 1.383, C20 1.385, H38 1.080
14 C -3.65272 -0.35276 -0.01604  C6 1.525, H22 1.087, H34 1.088, H42 1.087
15 C 0.69478 2.92916 -0.91428  C5 1.390, C18 1.384, H41 1.081
16 C 1.41694 -0.48112 -0.48227  N3 1.443, C7 1.538, C9 1.541, H29 1.095
17 C -1.86193 -2.12588 0.50739  N4 1.451, C6 1.536, C8 1.526, H32 1.096
18 C -0.57986 3.11709 -1.42096  C15 1.384, C20 1.384, H26 1.081
19 C 2.50422 0.84085 1.37487  N3 1.441, C21 1.536, H28 1.094, H35 1.093
20 C -1.68499 2.91035 -0.61328  C13 1.385, C18 1.384, H24 1.080
21 C 2.26522 2.29794 0.95075  C5 1.502, C19 1.536, H25 1.091, H43 1.093
22 H -4.36551 0.31950 0.45562  C14 1.087
23 H 4.11478 -1.94029 -1.78294  C11 1.088
24 H -2.68016 3.05848 -1.00651  C20 1.080
25 H 3.01498 2.57721 0.20861  C21 1.091
26 H -0.70977 3.42743 -2.44779  C18 1.081
27 H -0.10194 2.04321 2.24004  C10 1.080
28 H 1.71593 0.50679 2.05645  C19 1.094
29 H 0.88452 0.39331 -0.87153  C16 1.095
30 H -3.64996 -1.74022 1.62513  C6 1.091
31 H 2.17864 -0.72742 -2.49469  C9 1.091
32 H -1.40066 -2.63889 1.35851  C17 1.096
33 H -3.26296 -3.68551 0.00399  C8 1.086
34 H -2.95558 0.25094 -0.59296  C14 1.088
35 H 3.46767 0.76619 1.88609  C19 1.093
36 H -0.99294 -0.93382 -1.00026  N4 1.007
37 H -2.78185 -2.68778 -1.37295  C8 1.088
38 H -2.36492 2.37298 1.34323  C13 1.080
39 H 3.20767 -2.80847 -0.53886  C11 1.091
40 H 1.32796 -2.15829 -1.89295  C9 1.089
41 H 1.55402 3.09179 -1.55019  C15 1.081
42 H -4.20292 -1.00184 -0.69204  C14 1.087
43 H 2.41065 2.92465 1.83381  C21 1.093
44 H -2.42788 -0.47349 1.74244  C6 1.092
45 H -1.66654 -3.88797 -0.71977  C8 1.087

- Calculated total energy: -922.2425 a.u.
- LUMO energy: 0.62 eV
- Net charge: 0
- HOMO-LUMO gap: 9.54 eV
- E_HOMO: -0.3278 Eh


Record 2
The following is a DFT calculation (ωB97M-V/def2-TZVPD) of a 2-piece molecular cluster, C3H3ClO overall in a non-equilibrium geometry.

Each atom is followed by the atoms it is bonded to, with distances in Å.
Element x y z (Å)
1 Cl 2.42355 0.60693 -0.00450  C4 1.727
2 O 1.49834 -2.72190 0.12220  C5 1.126
3 C -0.25152 0.47584 0.68532  C4 1.367, H6 0.990, H7 1.092
4 C 0.72606 0.43290 -0.26982  Cl1 1.727, C3 1.367, H8 1.121
5 C 1.00165 -2.00174 -0.58602  O2 1.126
6 H -1.18824 0.69220 0.44756  C3 0.990
7 H -0.18156 0.58899 1.76929  C3 1.092
8 H 0.51298 0.27352 -1.35913  C4 1.121

- Calculated total energy: -651.4766 a.u.
- LUMO energy: 0.63 eV
- Net charge: 0
- HOMO-LUMO gap: 10.24 eV
- E_HOMO: -0.3534 Eh


Record 3
The following is a DFT calculation (ωB97M-V/def2-TZVPD) of a 9-piece molecular cluster, C36H56O26S overall in a non-equilibrium geometry.

Each atom is followed by the atoms it is bonded to, with distances in Å.
Element x y z (Å)
1 S -2.43716 -3.22723 -0.56936  O12 1.414, O23 1.456, C53 1.670, C57 1.727
2 O 0.12228 1.97958 -3.21820  C36 1.303, C52 1.407
3 O -2.15055 8.28277 -0.17059  C32 1.402, C61 1.383
4 O 0.12495 8.54979 0.33841  C32 1.176
5 O 5.13215 1.21474 -1.23314  C44 1.386, C54 1.462
6 O -3.71666 3.02880 -3.81259  C33 1.464, C37 1.300
7 O -4.20327 5.14551 -4.33672  C37 1.205
8 O 4.53193 -0.02151 0.66262  C28 1.341, C54 1.380
9 O -0.90489 6.61638 0.67690  C32 1.378, C60 1.452
10 O 3.78158 2.18894 0.38905  C54 1.234
11 O 1.62611 3.51659 -2.53134  C36 1.265
12 O -2.74581 -2.21717 0.37049  S1 1.414
13 O 0.21381 1.40048 1.28074  C51 1.282, C59 1.444
14 O 1.45234 -0.68375 7.16976  C40 1.355, C41 1.467
15 O -2.93054 -4.44864 3.47891  C62 1.197
16 O 1.49387 0.45769 5.09643  C40 1.315
17 O 2.22236 1.36387 -2.95796  C35 1.408, C36 1.323
18 O -1.28211 2.09813 -0.09327  C51 1.265
19 O 4.33146 -4.38746 -2.23690  C30 1.358, C39 1.434
20 O -0.65750 -0.02424 0.14391  C51 1.160, C55 1.397
21 O 2.30950 -3.18378 -2.64157  C30 1.295
22 O 3.31270 0.42497 6.44494  C40 1.325, C47 1.377
23 O -1.44985 -4.26511 -0.30917  S1 1.456
24 O 3.85967 -3.49899 -4.26462  C30 1.348, C42 1.413
25 O -4.23099 -2.61659 3.20284  C58 1.420, C62 1.333
26 O -4.13078 4.43273 -2.23962  C37 1.314, C46 1.480
27 O -2.07903 -2.31315 3.29388  C48 1.352, C62 1.382
28 C 5.55006 -0.68867 0.09899  O8 1.341, C44 1.601, C49 1.601, H108 1.076
29 C -2.86695 5.34158 1.19545  C60 1.445, H77 1.154, H100 1.138, H105 1.138
30 C 3.45353 -3.67807 -2.99214  O19 1.358, O21 1.295, O24 1.348
31 C -4.85313 -0.58383 4.35505  C58 1.580, H75 1.143, H102 0.908, H109 1.122
32 C -0.88773 7.95252 0.34032  O3 1.402, O4 1.176, O9 1.378
33 C -3.51004 2.24811 -2.59158  O6 1.464, C46 1.552, H87 1.187, H104 1.036
34 C 1.14244 -1.41177 -0.21124  C55 1.532, H88 1.159, H90 1.199, H115 1.057
35 C 1.62200 0.32898 -3.69954  O17 1.408, C52 1.495, H65 1.184, H116 0.997
36 C 1.33293 2.34207 -2.89876  O2 1.303, O11 1.265, O17 1.323
37 C -4.00844 4.26505 -3.53755  O6 1.300, O7 1.205, O26 1.314
38 C 2.49216 -1.95686 8.91047  C41 1.517, H106 1.071, H113 1.058, H114 1.200
39 C 5.53754 -4.43680 -3.01126  O19 1.434, C42 1.468, H66 1.012, H117 1.114
40 C 2.05976 0.06202 6.21510  O14 1.355, O16 1.315, O22 1.325
41 C 2.37164 -0.57028 8.30767  O14 1.467, C38 1.517, C47 1.480, H70 0.987
42 C 5.17804 -3.99697 -4.36460  O24 1.413, C39 1.468, C45 1.580, H98 1.116
43 C -5.44605 2.85145 -1.27573  C46 1.351, H92 1.053, H93 1.134, H94 1.159
44 C 5.69642 -0.04474 -1.35904  O5 1.386, C28 1.601, H86 1.079, H99 1.148
45 C 6.19137 -3.29117 -5.35075  C42 1.580, H67 1.108, H69 1.141, H83 1.142
46 C -4.14746 3.14963 -1.50156  O26 1.480, C33 1.552, C43 1.351, H103 1.238
47 C 3.63052 -0.13882 7.66066  O22 1.377, C41 1.480, H84 1.146, H91 1.206
48 C -2.60230 -1.08163 3.09878  O27 1.352, C58 1.582, H68 1.100, H95 0.890
49 C 5.01913 -2.18716 -0.08906  C28 1.601, H80 1.092, H89 1.236, H110 1.127
50 C -0.75200 0.19159 -4.77248  C52 1.602, H101 1.138, H107 1.071, H119 1.141
51 C -0.67218 1.10652 0.40160  O13 1.282, O18 1.265, O20 1.160
52 C 0.16344 0.60715 -3.52485  O2 1.407, C35 1.495, C50 1.602, H96 1.169
53 C -3.88228 -3.83278 -1.14585  S1 1.670, C63 1.551, H79 1.063, H85 1.172
54 C 4.30631 1.15238 -0.02793  O5 1.462, O8 1.380, O10 1.234
55 C 0.19386 -0.86796 0.86184  O20 1.397, C34 1.532, C59 1.544, H82 1.060
56 C -3.22231 -2.32663 -2.93519  C57 1.575, C63 1.628, H97 1.107, H111 1.075
57 C -1.95502 -2.39379 -2.00275  S1 1.727, C56 1.575, H64 1.166, H78 1.033
58 C -4.17889 -1.20359 3.06775  O25 1.420, C31 1.580, C48 1.582, H81 1.090
59 C 0.94388 0.21554 1.66676  O13 1.444, C55 1.544, H73 1.071, H74 1.094
60 C -2.10255 5.98476 0.15145  O9 1.452, C29 1.445, C61 1.524, H71 1.188
61 C -2.86548 7.14118 -0.48343  O3 1.383, C60 1.524, H76 0.994, H118 1.091
62 C -3.07701 -3.26863 3.34162  O15 1.197, O25 1.333, O27 1.382
63 C -4.55146 -2.92375 -2.21000  C53 1.551, C56 1.628, H72 1.050, H112 1.127
64 H -0.96452 -2.73423 -2.51481  C57 1.166
65 H 2.01182 -0.72609 -3.33027  C35 1.184
66 H 6.08938 -3.66257 -2.66515  C39 1.012
67 H 7.22535 -3.66185 -5.20208  C45 1.108
68 H -2.29799 -0.53199 2.19610  C48 1.100
69 H 6.20848 -2.22598 -4.94288  C45 1.141
70 H 1.95574 0.01986 8.98105  C41 0.987
71 H -1.83229 5.00110 -0.45820  C60 1.188
72 H -5.11995 -3.60104 -2.77533  C63 1.050
73 H 2.01080 0.29855 1.62725  C59 1.071
74 H 0.77412 -0.09803 2.70136  C59 1.094
75 H -5.93700 -0.94587 4.39383  C31 1.143
76 H -2.90704 6.87752 -1.44066  C61 0.994
77 H -2.39284 4.41377 1.69070  C29 1.154
78 H -1.81600 -1.43025 -1.65770  C57 1.033
79 H -4.66267 -4.21937 -0.53654  C53 1.063
80 H 5.64254 -2.88733 -0.64925  C49 1.092
81 H -4.57430 -0.98119 2.07672  C58 1.090
82 H -0.24531 -1.50037 1.59060  C55 1.060
83 H 5.78269 -3.31660 -6.41658  C45 1.142
84 H 4.28579 -1.02482 7.34604  C47 1.146
85 H -3.67812 -4.87426 -1.64248  C53 1.172
86 H 5.33930 -0.69551 -2.14216  C44 1.079
87 H -3.92101 1.13540 -2.62458  C33 1.187
88 H 2.17385 -1.67567 0.24624  C34 1.159
89 H 3.99731 -2.27328 -0.77890  C49 1.236
90 H 0.49783 -2.29121 -0.71084  C34 1.199
91 H 4.38395 0.48823 8.36346  C47 1.206
92 H -5.39995 2.23088 -0.42664  C43 1.053
93 H -6.05054 2.65196 -2.21363  C43 1.134
94 H -5.96254 3.79251 -0.83776  C43 1.159
95 H -2.18739 -0.63783 3.74857  C48 0.890
96 H -0.40908 0.04941 -2.67246  C52 1.169
97 H -3.03222 -3.03609 -3.76365  C56 1.107
98 H 4.78770 -4.91139 -4.87137  C42 1.116
99 H 6.83635 -0.00685 -1.48711  C44 1.148
100 H -3.30238 5.84099 2.12089  C29 1.138
101 H -0.43791 0.82739 -5.66256  C50 1.138
102 H -5.08482 0.28250 4.21511  C31 0.908
103 H -3.42608 3.18167 -0.49631  C46 1.238
104 H -2.47961 2.14505 -2.56367  C33 1.036
105 H -3.82144 5.04345 0.65258  C29 1.138
106 H 2.70783 -2.82680 8.32475  C38 1.071
107 H -1.74306 0.33800 -4.39368  C50 1.071
108 H 6.39440 -1.05263 0.65744  C28 1.076
109 H -4.52803 -0.74723 5.41668  C31 1.122
110 H 5.01132 -2.83605 0.83212  C49 1.127
111 H -3.25604 -1.28605 -3.20126  C56 1.075
112 H -5.03427 -2.25265 -1.44468  C63 1.127
113 H 3.13378 -1.90372 9.75020  C38 1.058
114 H 1.53624 -2.22260 9.58523  C38 1.200
115 H 1.27522 -0.67038 -0.95317  C34 1.057
116 H 1.92917 0.30722 -4.64755  C35 0.997
117 H 6.03781 -5.43187 -2.98677  C39 1.114
118 H -3.84229 7.29650 -0.02188  C61 1.091
119 H -0.58142 -0.91235 -5.00642  C50 1.141

- Calculated total energy: -3759.3263 a.u.
- LUMO energy: -0.01 eV
- Net charge: 0
- HOMO-LUMO gap: 9.88 eV
- E_HOMO: -0.3633 Eh